No. 1
Below is a cluster of 2 separate species, C5H16N2O in total, with properties calculated with ωB97M-V/def2-TZVPD.

Results
**HOMO-LUMO gap**: 9.0 eV
**Relative energy (zero: lowest compared OMol25 entry of this formula, charge and spin)**: 2.299 eV
**SMILES**: CCN(C)CCN.O
**Net charge**: 0
**HOMO level**: -8.278 eV

Structure (XYZ):
```
24
Properties=species:S:1:pos:R:3:mulliken_charge:R:1
C -1.55641 0.15059 1.62791 -0.99
C -0.33962 0.80216 0.89272 -0.51
N 0.96073 0.17187 0.91510 0.02
C 1.25185 -0.63724 2.05739 -1.03
C 1.13482 -0.60540 -0.28718 -0.68
C 0.01759 -1.75328 -0.44742 -0.58
N -1.23383 -1.39330 -1.20486 -0.52
H -2.09775 1.00766 2.10664 0.32
H -1.22691 -0.65238 2.28880 0.24
H -2.31398 -0.27734 0.95025 0.32
H -0.68628 1.09828 -0.10812 0.17
H -0.13912 1.84102 1.24455 0.49
H 1.47162 0.05876 2.93200 0.26
H 0.46160 -1.37551 2.34824 0.32
H 2.14553 -1.20788 1.79900 0.35
H 2.10263 -1.02414 -0.44387 0.39
H 1.06208 0.06094 -1.16028 0.31
H -0.23210 -2.14341 0.47994 0.26
H 0.49563 -2.57927 -0.97428 0.42
H -1.20433 -2.02878 -2.08003 0.26
H -1.21861 -0.52709 -1.50089 0.21
O -0.09600 2.85309 -2.91716 -0.64
H 0.33392 3.18268 -2.15341 0.31
H 0.67644 2.55074 -3.42354 0.31
```

***

No. 2
Below is a cluster of 2 separate species, C5H16N2O in total, with properties calculated with ωB97M-V/def2-TZVPD.

Results
**HOMO-LUMO gap**: 9.9 eV
**Relative energy (zero: lowest compared OMol25 entry of this formula, charge and spin)**: 0.752 eV
**SMILES**: CCCO.NCCN
**Net charge**: 0
**HOMO level**: -9.041 eV

Structure (XYZ):
```
24
Properties=species:S:1:pos:R:3:mulliken_charge:R:1
C 2.53734 0.63942 -2.01268 -1.21
C 2.35360 0.09663 -0.60643 0.07
C 1.99678 -1.38696 -0.57817 -0.51
O 0.71341 -1.62998 -1.08186 -0.62
H 2.66836 1.72099 -2.04568 0.35
H 1.67398 0.39644 -2.63161 0.29
H 3.40541 0.14830 -2.45783 0.30
H 3.27179 0.23659 -0.01773 0.31
H 1.58700 0.63576 -0.03946 0.01
H 2.68817 -1.95457 -1.20770 0.33
H 2.05598 -1.73251 0.46209 0.26
H -0.02218 -1.52176 -0.39110 0.43
N -2.59329 2.06254 1.51250 -0.59
C -2.57924 0.60409 1.47228 -0.44
C -1.42044 0.15147 0.58761 -0.57
N -1.24338 -1.30953 0.51889 -0.57
H -2.84872 2.42265 0.60247 0.22
H -3.33008 2.37508 2.13023 0.24
H -3.49225 0.15950 1.04187 0.29
H -2.42703 0.21632 2.48068 0.35
H -0.48748 0.55845 0.96919 0.26
H -1.56713 0.52848 -0.42707 0.31
H -0.82662 -1.62919 1.37922 0.29
H -2.11398 -1.78819 0.34031 0.20
```

***

No. 3
Below is a cluster of 2 separate species, C5H16N2O in total, with properties calculated with ωB97M-V/def2-TZVPD.

Results
**HOMO-LUMO gap**: 9.5 eV
**Relative energy (zero: lowest compared OMol25 entry of this formula, charge and spin)**: 3.459 eV
**SMILES**: CCNCCNC.O
**Net charge**: 0
**HOMO level**: -8.594 eV

Structure (XYZ):
```
24
Properties=species:S:1:pos:R:3:mulliken_charge:R:1
C 0.95256 -2.58831 -1.23373 -1.14
C 0.52508 -1.17278 -1.62543 -0.41
N 0.66975 -0.10255 -0.57261 -0.19
C -0.21053 -0.44460 0.54261 -0.55
C -0.31671 0.97777 1.54353 -0.59
N -1.63260 0.94345 2.29577 -0.43
C -2.68400 1.40876 1.33273 -0.85
H 1.04041 -3.13809 -2.13276 0.40
H 1.91753 -2.32411 -0.78446 0.26
H 0.31326 -2.90388 -0.48381 0.34
H 1.11101 -0.83456 -2.40074 0.37
H -0.62623 -1.27260 -1.92049 0.25
H 1.55169 0.08235 -0.10881 0.23
H -1.28014 -0.78009 0.35290 0.36
H 0.10278 -1.23889 1.34942 0.18
H -0.05051 1.82919 0.82595 0.25
H 0.62174 0.97423 2.15975 0.38
H -1.59597 1.56217 3.18079 0.27
H -3.41322 0.53956 1.18122 0.22
H -2.19282 1.97332 0.50582 0.27
H -3.26165 2.18534 1.76351 0.39
O 3.09811 1.21231 -1.85078 -0.60
H 2.74886 1.84267 -1.32759 0.29
H 2.61160 1.26933 -2.59278 0.29
```

***

No. 4
Below is a structure of composition C5H16N2O2, with properties calculated with ωB97M-V/def2-TZVPD.

Results
**HOMO-LUMO gap**: 7.7 eV
**Relative energy (zero: lowest compared OMol25 entry of this formula, charge and spin)**: 6.594 eV
**Net charge**: 0
**HOMO level**: -7.354 eV

Structure (XYZ):
```
25
Properties=species:S:1:pos:R:3:mulliken_charge:R:1
C -2.21016 0.18606 -0.71034 -0.11
C -1.02721 -0.54668 0.94539 -0.65
C -1.31121 0.23609 -1.87962 -0.88
C -0.62560 -1.93461 0.45537 -1.02
O -3.23300 -0.69499 -0.81971 -0.44
H -3.77667 -0.68310 -0.02172 0.39
H -2.45760 1.12560 -0.21850 0.41
H -0.37101 -0.29130 1.78943 0.47
H -1.97861 -0.58767 1.48183 0.56
H -1.23220 -0.74481 -2.34485 0.27
H -0.32013 0.57725 -1.54293 0.33
H -1.66495 0.96964 -2.61154 0.36
H 0.31467 -1.88673 -0.09546 0.24
H -1.37672 -2.37022 -0.20432 0.33
H -0.49678 -2.62589 1.29129 0.35
C 2.72849 0.28858 0.73229 -0.07
N 0.78014 1.42239 0.14697 -0.71
N 3.67974 1.06473 -0.00858 -0.67
O 1.61088 1.02068 1.24875 -0.28
H -0.31177 0.49734 0.41937 -0.06
H 0.44278 2.33416 0.46409 0.16
H 4.06983 1.79904 0.57113 0.24
H 3.21092 1.50279 -0.79366 0.28
H 2.35693 -0.51569 0.08641 0.19
H 3.19922 -0.14268 1.61889 0.31
```

***

No. 5
Below is a cluster of 2 separate species, C5H16N2O2 in total, with properties calculated with ωB97M-V/def2-TZVPD.

Results
**HOMO-LUMO gap**: 9.5 eV
**Relative energy (zero: lowest compared OMol25 entry of this formula, charge and spin)**: 3.398 eV
**SMILES**: CC(C)N(N)O.COC
**Net charge**: 0
**HOMO level**: -8.575 eV

Structure (XYZ):
```
25
Properties=species:S:1:pos:R:3:mulliken_charge:R:1
C 1.68422 -1.59546 1.29671 -1.47
C 1.75000 -0.17461 0.74695 0.44
C 3.10141 0.11201 0.08756 -1.53
N 0.60262 0.01539 -0.13641 0.34
N 0.69254 -0.73093 -1.30840 -0.65
O 0.47414 1.42953 -0.42206 -0.54
H 0.74433 -1.76139 1.81585 0.32
H 1.75724 -2.30767 0.48059 0.34
H 2.50698 -1.76173 1.98607 0.44
H 1.59227 0.54423 1.55766 0.31
H 3.35680 -0.67252 -0.62538 0.35
H 3.06354 1.07104 -0.42952 0.37
H 3.88072 0.15401 0.84742 0.43
H -0.21584 -0.69524 -1.76272 0.30
H 1.39965 -0.36918 -1.95256 0.22
H -0.49571 1.52937 -0.52364 0.41
C -3.33975 1.36707 -0.94688 -0.67
O -2.19505 0.60524 -0.66203 -0.36
C -2.31963 -0.20644 0.55054 -0.60
H -4.22972 0.72304 -1.06192 0.25
H -3.15841 1.88875 -1.89043 0.25
H -3.54408 2.09958 -0.15221 0.29
H -2.43072 0.42029 1.44640 0.29
H -3.22178 -0.82371 0.43757 0.37
H -1.45576 -0.86066 0.62085 0.11
```

***

No. 6
Below is a cluster of 3 separate species, C5H16N2S in total, with properties calculated with ωB97M-V/def2-TZVPD.

Results
**HOMO-LUMO gap**: 7.0 eV
**Relative energy (zero: lowest compared OMol25 entry of this formula, charge and spin)**: 4.109 eV
**Net charge**: 0
**HOMO level**: -8.912 eV

Structure (XYZ):
```
24
Properties=species:S:1:pos:R:3:mulliken_charge:R:1
C -1.53166 -1.47218 1.22014 -1.14
C -0.67450 -0.69501 2.24332 0.63
C 0.23099 -1.71217 2.93801 -1.50
N 0.17332 0.31054 1.59662 -0.41
H -2.16727 -0.73807 0.72310 0.32
H -0.87585 -2.00973 0.46990 0.22
H -2.09116 -2.26926 1.69489 0.42
H -1.38863 -0.20043 2.95923 0.12
H 0.82607 -2.30732 2.21245 0.37
H -0.34755 -2.45107 3.54238 0.37
H 0.91636 -1.26717 3.66717 0.38
H -1.73327 1.65577 0.69559 0.19
H 1.18374 0.12286 1.76138 0.30
H -0.14365 0.46542 0.58850 -0.26
C 1.49809 0.30578 -2.32657 -0.47
C -0.05446 0.22822 -2.33676 -0.62
S -0.92082 1.56428 -1.26411 -0.21
N 2.11580 0.04085 -0.99716 -0.55
H 1.69646 1.31328 -2.68963 0.31
H 1.94199 -0.39983 -3.06632 0.37
H -0.35319 -0.81992 -2.18541 0.29
H -0.32464 0.44537 -3.37472 0.39
H 1.65707 0.68835 -0.35122 0.21
H 3.10203 0.35573 -1.04666 0.24
```

***

No. 7
Below is a cluster of 2 separate species, C5H16N3 in total, with properties calculated with ωB97M-V/def2-TZVPD.

Results
**HOMO-LUMO gap**: 10.9 eV
**Relative energy (zero: lowest compared OMol25 entry of this formula, charge and spin)**: 1.301 eV
**Net charge**: +1
**HOMO level**: -14.115 eV

Structure (XYZ):
```
24
Properties=species:S:1:pos:R:3:mulliken_charge:R:1
C 2.86140 -1.29525 -2.21151 -0.99
C 1.73537 -1.96064 -1.49985 -0.56
H 3.12876 -1.86439 -3.10078 0.29
H 2.58243 -0.29767 -2.48527 0.29
H 3.85595 -1.06940 -1.69468 0.29
H 1.88362 -3.01780 -1.20726 0.32
H 0.86029 -1.84626 -2.15227 0.20
H 1.35143 -1.53154 -0.55668 0.15
C -1.96966 -0.25504 0.32672 -0.40
C -1.81827 -1.46693 -0.54052 -0.77
C -0.31615 1.37307 1.08308 0.71
N -0.94458 0.77009 0.03106 -0.18
N -0.45433 0.90901 2.34619 -0.55
N 0.47348 2.42115 0.90654 -0.35
H -2.96776 0.21251 0.13284 0.34
H -1.89674 -0.53424 1.35985 0.23
H -2.53350 -1.61381 -1.34667 0.36
H -1.63864 -2.36402 0.02697 0.32
H -1.04179 1.38193 -0.76944 0.26
H -0.57108 -0.05148 2.64805 0.27
H 0.36839 1.12587 2.95096 0.28
H 0.32068 3.01604 0.10301 0.24
H 0.98608 2.76987 1.71718 0.22
H -0.94371 -1.41958 -1.18687 0.04
```

***

No. 8
Below is a cluster of 2 separate species, C5H16N3 in total, with properties calculated with ωB97M-V/def2-TZVPD.

Results
**HOMO-LUMO gap**: 11.5 eV
**Relative energy (zero: lowest compared OMol25 entry of this formula, charge and spin)**: 1.347 eV
**Net charge**: +1
**HOMO level**: -13.990 eV

Structure (XYZ):
```
24
Properties=species:S:1:pos:R:3:mulliken_charge:R:1
C -2.17693 -1.08733 0.54687 -1.12
C -0.89669 -0.82869 1.37115 -0.34
N -0.36429 0.50408 1.16209 -0.34
C 0.88262 0.75985 2.03125 -0.77
H -2.50888 -2.16009 0.57738 0.36
H -1.97781 -0.80992 -0.53576 0.24
H -3.00838 -0.49739 0.97741 0.34
H -0.12526 -1.62361 1.13192 0.21
H -1.19365 -0.96574 2.46146 0.41
H -1.07876 1.19995 1.39429 0.30
H 0.89716 1.81290 2.31289 0.34
H 0.88509 0.16312 2.97462 0.33
H 1.80370 0.44779 1.51843 0.25
C -0.07589 1.59748 -2.15953 -0.87
N 2.09296 -1.18338 -1.01794 -0.33
C 1.30099 -0.32684 -1.71948 0.10
N 0.49325 0.54142 -1.27699 -0.09
H -1.18591 1.35151 -2.30150 0.30
H 0.45268 1.64643 -3.15238 0.35
H -0.09641 2.59483 -1.64651 0.29
H 1.75967 -1.51426 -0.12420 0.20
H 2.65748 -1.85267 -1.54456 0.28
H 1.38288 -0.36906 -2.81400 0.34
H 0.08040 0.59964 -0.16689 0.23
```